The following is a DFT calculation (ωB97M-V/def2-TZVPD) of 6 unconnected molecules or ions with the total composition C42H90Cl2F3O26P5 at a distorted geometry.

Structure (ORCA input):
```
! wB97M-V def2-TZVPD RIJCOSX def2/J DEFGRID3
* xyz 0 1
C 1.97 -5.57 -3.24
C 1.15 -5.22 -4.33
C -0.13 -5.03 -5.37
C -0.30 -3.46 -5.87
C -1.34 -3.31 -7.17
O -0.53 -2.49 -4.80
C -1.76 -2.79 -4.00
C -1.27 -3.43 -2.62
C -1.80 -2.87 -1.20
C -0.85 -3.60 -0.03
C -0.16 -2.53 1.00
O 0.93 -3.28 1.70
C 2.16 -2.85 1.00
O 2.55 -3.25 -0.22
C -2.52 -1.30 -3.93
O -1.59 -0.45 -3.27
C -1.51 0.97 -3.56
C -1.72 1.42 -5.11
C -0.77 0.65 -6.21
C -1.64 0.05 -7.51
O 0.09 1.72 -6.84
C -2.76 1.65 -2.72
C -2.68 3.21 -2.35
O -2.05 4.12 -3.30
C -2.10 3.56 -0.82
F -0.82 4.33 -0.86
F -3.08 4.47 -0.12
F -1.97 2.37 0.05
C -0.02 1.38 -2.90
C 0.91 0.01 -2.62
C 0.75 2.63 -3.55
C 2.38 2.45 -3.83
C 2.75 1.46 -5.07
C -4.05 -1.41 -3.28
Cl -4.68 -3.14 -3.08
C -5.18 -0.68 -4.27
C -6.05 -1.75 -5.16
Cl -6.42 0.27 -3.22
H 2.67 -6.06 -2.41
H 0.04 -5.71 -6.34
H -1.16 -5.38 -4.92
H 0.76 -3.19 -6.34
H -0.83 -2.59 -7.96
H -1.44 -4.36 -7.73
H -2.38 -2.91 -6.81
H -2.37 -3.58 -4.61
H -1.53 -4.60 -2.65
H -0.08 -3.40 -2.59
H -1.68 -1.72 -1.00
H -2.90 -3.14 -0.89
H -0.06 -4.31 -0.58
H -1.53 -4.34 0.61
H -0.95 -2.29 1.84
H 0.27 -1.58 0.47
H 2.83 -2.06 1.58
H -2.75 -1.10 -5.08
H -2.84 1.14 -5.40
H -1.62 2.57 -5.33
H -0.02 -0.12 -5.76
H -2.43 -0.75 -7.20
H -2.22 0.97 -8.00
H -0.92 -0.39 -8.36
H 0.35 1.32 -7.74
H -3.71 1.52 -3.43
H -2.98 0.92 -1.80
H -3.82 3.59 -2.28
H -2.09 5.08 -3.02
H -0.32 1.68 -1.79
H 0.46 -0.65 -1.73
H 0.99 -0.68 -3.57
H 1.99 0.29 -2.19
H 0.71 3.52 -2.75
H 0.34 3.10 -4.53
H 2.75 3.54 -4.14
H 2.95 2.20 -2.83
H 2.12 0.45 -5.10
H 2.60 2.06 -6.09
H 3.88 1.19 -5.00
H -4.15 -0.87 -2.24
H -4.71 0.09 -5.01
H -5.39 -2.53 -5.76
H -6.59 -1.11 -6.01
H -6.94 -2.27 -4.57
C -12.25 -1.61 -0.01
O -12.63 -1.94 -1.34
P -11.60 -1.46 -2.65
O -10.36 -1.81 -1.81
O -12.03 0.12 -2.39
C -13.41 0.43 -2.31
O -10.57 -0.98 -3.95
C -9.52 -0.05 -3.69
H -13.13 -1.66 0.62
H -11.52 -2.34 0.35
H -11.83 -0.61 0.04
H -13.67 0.57 -1.26
H -14.04 -0.35 -2.74
H -13.60 1.37 -2.83
H -8.71 -0.53 -3.14
H -9.89 0.83 -3.15
H -9.12 0.29 -4.66
C -2.63 5.72 5.10
O -1.44 5.17 4.54
P -0.18 6.25 4.05
O -0.43 7.12 5.29
O -1.12 6.77 2.79
C -1.71 5.79 1.95
O 1.08 7.33 3.56
C 0.80 8.72 3.48
H -3.42 4.97 5.02
H -2.47 5.94 6.16
H -2.94 6.62 4.57
H -2.77 5.69 2.21
H -1.22 4.82 2.03
H -1.66 6.13 0.91
H 0.72 9.15 4.48
H -0.11 8.92 2.92
H 1.63 9.20 2.97
C 7.84 -3.36 5.55
O 6.85 -3.83 6.45
P 5.28 -4.21 5.84
O 5.90 -4.81 4.57
O 4.99 -2.59 5.62
C 5.24 -1.71 6.70
O 3.71 -4.58 5.22
C 3.36 -4.15 3.91
H 8.62 -2.85 6.13
H 8.30 -4.19 5.02
H 7.42 -2.64 4.84
H 6.19 -1.19 6.52
H 5.29 -2.23 7.66
H 4.45 -0.96 6.74
H 3.87 -4.76 3.16
H 3.59 -3.10 3.76
H 2.29 -4.29 3.79
C 5.51 1.75 -0.21
O 6.03 2.30 -1.42
P 6.78 1.23 -2.56
O 5.72 0.16 -2.28
O 8.06 1.05 -1.52
C 8.67 2.21 -0.99
O 7.54 0.17 -3.70
C 7.86 -1.15 -3.29
H 5.40 2.56 0.51
H 4.53 1.32 -0.39
H 6.18 1.00 0.20
H 8.33 2.35 0.04
H 8.44 3.10 -1.57
H 9.75 2.07 -0.97
H 6.95 -1.76 -3.22
H 8.40 -1.16 -2.34
H 8.50 -1.59 -4.05
C 3.51 0.44 13.47
O 4.03 0.99 12.27
P 4.78 -0.07 11.13
O 3.72 -1.14 11.40
O 6.06 -0.26 12.16
C 6.67 0.90 12.70
O 5.54 -1.14 9.99
C 5.86 -2.46 10.40
H 3.40 1.25 14.20
H 2.53 0.01 13.29
H 4.18 -0.31 13.89
H 6.33 1.04 13.73
H 6.44 1.80 12.12
H 7.75 0.76 12.72
H 4.95 -3.07 10.47
H 6.40 -2.47 11.35
H 6.50 -2.90 9.63
*
```

Its total energy is -177853.4932 eV. The value obtained for the highest occupied orbital energy is -9.13 eV. The SMILES is C#CC[C@@H](C)O[C@@H](CCCCOC=O)[C@H](O[C@@](C[C@@H](C)O)(C[C@H](O)C(F)(F)F)[C@@H](C)CCC)[C@H](Cl)[C@@H](C)Cl.COP(=O)(OC)OC.COP(=O)(OC)OC.COP(=O)(OC)OC.COP(=O)(OC)OC.COP(=O)(OC)OC.